DFT (the ωB97M-V functional and the def2-TZVPD basis) results for a cluster of 2 separate species, C3H12NP2 in total.

CARTESIAN COORDINATES (ANGSTROEM)
1 C -0.217 -0.207 1.608
2 C -0.478 1.322 -0.373
3 C 0.286 -0.935 -0.602
4 N -0.597 -0.071 0.181
5 P 2.737 -0.034 -0.045
6 P -2.381 -0.673 -0.198
7 H -0.589 -1.098 2.027
8 H 0.813 -0.026 1.592
9 H -0.798 0.455 2.202
10 H -0.658 1.169 -1.372
11 H -1.075 1.966 0.064
12 H 0.593 1.752 -0.433
13 H 0.471 -0.749 -1.570
14 H 0.169 -1.956 -0.356
15 H 3.662 -1.056 0.072
16 H 3.393 0.223 -1.229
17 H -3.121 0.601 0.014
18 H -2.209 -0.683 -1.582

Lowest unoccupied orbital energy in hartree: -0.1796
Energy relative to the best compared isomer or geometry (same formula, charge and spin) in kJ/mol: 265.4
Net charge: +1
Electronic energy in a.u.: -858.52560
Spin multiplicity: 1



DFT (the ωB97M-V functional and the def2-TZVPD basis) results for a structure of composition C29H19ClN3O6Pd.

CARTESIAN COORDINATES (ANGSTROEM)
1 Pd -0.582 -0.767 0.121
2 Cl -6.400 -2.913 4.068
3 C -5.123 -2.686 2.980
4 C -4.648 -3.789 2.229
5 C -3.644 -3.598 1.345
6 C -3.062 -2.285 1.137
7 O -2.211 -2.168 0.252
8 C -3.538 -1.189 1.957
9 C -3.038 0.171 1.804
10 N -2.104 0.510 1.032
11 C -1.744 1.874 0.848
12 C -1.863 2.853 1.785
13 C -1.465 4.174 1.486
14 C -0.944 4.473 0.262
15 C -0.795 3.460 -0.716
16 C -0.213 3.687 -1.984
17 C -0.096 2.656 -2.858
18 C -0.546 1.380 -2.470
19 N -1.084 1.123 -1.301
20 C -1.207 2.156 -0.421
21 C -4.554 -1.406 2.837
22 H -5.093 -4.766 2.372
23 H -3.248 -4.412 0.751
24 H -3.570 0.939 2.357
25 H -2.229 2.617 2.779
26 H -1.564 4.944 2.241
27 H -0.622 5.482 0.029
28 H 0.141 4.680 -2.238
29 H 0.347 2.791 -3.835
30 H -0.448 0.543 -3.147
31 H -4.940 -0.583 3.431
32 O 1.197 -3.069 3.040
33 C 0.739 -2.581 2.036
34 O -0.111 -1.574 1.983
35 C 1.082 -3.150 0.710
36 C 2.078 -4.090 0.542
37 C 2.330 -4.554 -0.735
38 C 1.567 -4.088 -1.801
39 C 0.585 -3.156 -1.560
40 N 0.355 -2.710 -0.317
41 H 2.625 -4.420 1.414
42 H 3.119 -5.276 -0.907
43 H 1.743 -4.433 -2.810
44 H -0.032 -2.756 -2.349
45 O 3.146 0.438 -3.158
46 C 3.536 1.263 -2.146
47 C 4.596 2.146 -2.332
48 C 4.986 3.009 -1.325
49 C 4.322 3.014 -0.105
50 C 3.274 2.137 0.084
51 C 2.865 1.249 -0.918
52 C 1.705 0.370 -0.627
53 O 1.031 0.614 0.473
54 O 1.309 -0.534 -1.353
55 H 3.734 0.576 -3.907
56 H 5.119 2.148 -3.285
57 H 5.819 3.680 -1.494
58 H 4.624 3.690 0.684
59 H 2.745 2.110 1.029

Lowest unoccupied orbital energy (alpha / beta) in hartree: -0.2304 / -0.2226
Energy relative to the best compared isomer or geometry (same formula, charge and spin) in kJ/mol: 284.8
Net charge: +1
Electronic energy in a.u.: -2319.99164
Spin multiplicity: 1



DFT (the ωB97M-V functional and the def2-TZVPD basis) results for a cluster of 2 separate species, CH2N2O in total.

CARTESIAN COORDINATES (ANGSTROEM)
1 C 1.774 0.445 0.007
2 N 2.708 -0.074 0.450
3 N -1.007 0.043 -0.260
4 O -1.897 -0.456 0.559
5 H 1.117 0.811 -0.720
6 H -2.695 -0.770 -0.037

Lowest unoccupied orbital energy (alpha / beta) in hartree: -0.0200 / -0.0209
Energy relative to the best compared isomer or geometry (same formula, charge and spin) in kJ/mol: 515.2
Net charge: 0
Electronic energy in a.u.: -223.86483
Spin multiplicity: 1



DFT (the ωB97M-V functional and the def2-TZVPD basis) results for a structure of composition C11H13ClIrO3.

CARTESIAN COORDINATES (ANGSTROEM)
1 Cl -2.244 0.111 0.276
2 C 1.044 -1.498 -2.242
3 C 1.832 -0.304 -2.076
4 C 0.930 0.824 -2.176
5 H 2.916 -0.254 -2.006
6 C -0.392 0.325 -2.436
7 C -0.318 -1.106 -2.443
8 H -1.176 -1.757 -2.628
9 H 1.436 -2.516 -2.278
10 H 1.188 1.881 -2.123
11 C -1.597 1.154 -2.725
12 Ir 0.469 -0.400 -0.329
13 C 1.404 0.774 0.860
14 C 0.162 -1.790 0.891
15 O 2.162 1.492 1.369
16 O -0.057 -2.633 1.653
17 H -1.546 2.088 -2.161
18 H -2.494 0.613 -2.416
19 H -1.662 1.393 -3.795
20 C -1.442 0.541 4.507
21 C -0.162 0.477 3.722
22 C 0.964 -0.331 4.337
23 O -0.041 1.025 2.622
24 H -1.275 0.364 5.574
25 H -2.124 -0.222 4.116
26 H -1.903 1.519 4.349
27 H 0.932 -1.342 3.919
28 H 1.914 0.128 4.052
29 H 0.879 -0.386 5.425

Lowest unoccupied orbital energy (alpha / beta) in hartree: -0.3019 / -0.4447
Net charge: +2
<S²>: 8.767
Electronic energy in a.u.: -1216.27953
Spin multiplicity: 6



DFT (the ωB97M-V functional and the def2-TZVPD basis) results for a structure of composition C5H8OS.

CARTESIAN COORDINATES (ANGSTROEM)
1 C -0.856 -0.908 -0.043
2 C 0.197 -0.648 -0.936
3 C 0.677 0.755 -0.760
4 C 0.784 0.787 0.789
5 C 0.253 -0.612 1.015
6 H -2.157 1.163 -0.681
7 H -1.268 -1.919 -0.031
8 H 0.134 -1.173 -1.888
9 H -0.063 1.522 -0.870
10 H 1.498 1.281 -1.182
11 H 0.156 1.444 1.332
12 H 1.876 0.740 1.192
13 H 0.249 -1.036 1.925
14 O 1.071 -1.297 0.019
15 S -2.549 -0.100 0.118

Lowest unoccupied orbital energy in hartree: 0.0265
Energy relative to the best compared isomer or geometry (same formula, charge and spin) in kJ/mol: 304.4
Net charge: 0
Electronic energy in a.u.: -668.62260
Spin multiplicity: 1



DFT (the ωB97M-V functional and the def2-TZVPD basis) results for a cluster of 2 separate species, C4H12 in total.

CARTESIAN COORDINATES (ANGSTROEM)
1 C 0.523 0.644 -1.355
2 C -0.700 0.340 -2.221
3 H 0.228 1.297 -0.535
4 H 1.063 -0.187 -0.911
5 H 1.186 1.255 -1.978
6 H -0.918 1.274 -2.743
7 H -1.511 -0.068 -1.607
8 H -0.632 -0.449 -2.978
9 C 0.549 0.139 1.767
10 C -0.354 -1.120 1.817
11 H 1.106 0.159 2.708
12 H 1.309 0.032 1.002
13 H -0.111 0.984 1.606
14 H 0.194 -1.930 2.298
15 H -0.764 -1.344 0.834
16 H -1.224 -0.869 2.432

Lowest unoccupied orbital energy (alpha / beta) in hartree: 0.1608 / 0.1636
Energy relative to the best compared isomer or geometry (same formula, charge and spin) in kJ/mol: 50.1
Net charge: -1
<S²>: 0.750
Electronic energy in a.u.: -159.51109
Spin multiplicity: 2



DFT (the ωB97M-V functional and the def2-TZVPD basis) results for a cluster of 2 separate species, C6H16N2 in total.

CARTESIAN COORDINATES (ANGSTROEM)
1 C 1.699 1.206 1.288
2 N 0.333 1.722 1.227
3 C 0.130 2.947 1.370
4 N 1.168 3.932 1.582
5 H 2.075 0.927 0.309
6 H 1.597 0.305 1.898
7 H 2.356 1.891 1.826
8 H -0.891 3.322 1.334
9 H 1.272 4.415 0.701
10 H 0.791 4.617 2.214
11 C 0.676 -1.201 -2.177
12 C 0.017 -1.850 -0.948
13 C -1.491 -1.809 -1.041
14 C -2.198 -2.338 0.219
15 H 0.336 -1.709 -3.083
16 H 1.762 -1.276 -2.158
17 H 0.349 -0.163 -2.233
18 H 0.371 -1.349 -0.042
19 H 0.377 -2.879 -0.847
20 H -1.800 -2.450 -1.872
21 H -1.892 -0.807 -1.205
22 H -1.987 -3.403 0.362
23 H -3.271 -2.180 0.165
24 H -1.777 -1.869 1.112

Lowest unoccupied orbital energy in hartree: 0.0331
Energy relative to the best compared isomer or geometry (same formula, charge and spin) in kJ/mol: 108.4
Net charge: 0
Structure (SMILES): C/N=C\N.CCCC
Electronic energy in a.u.: -347.68354
Spin multiplicity: 1